Entry 1:
One molecule with the formula C16H16F3NO4 at a distorted geometry. Source: OMol25; level of theory: ωB97M-V with the def2-TZVPD basis set.

The geometry in XYZ format:
```
40
C16H16F3NO4, DFT ωB97M-V with the def2-TZVPD basis set
C -1.833 1.045 1.906
C -0.972 2.099 1.190
C -1.786 3.322 0.847
C 0.205 2.459 1.975
C 1.116 1.197 2.237
O 1.663 1.027 3.300
C 1.174 0.167 1.157
C 0.473 0.408 -0.021
C -0.559 1.485 -0.223
N 1.039 -0.467 -1.036
C 0.856 -0.316 -2.515
C -0.287 -1.268 -2.934
C -0.428 -2.520 -2.546
C -1.620 -3.084 -3.176
C -2.013 -2.038 -4.045
O -1.325 -0.905 -3.764
C 2.094 -1.201 -0.419
O 2.813 -2.003 -1.006
C 2.097 -0.982 1.106
O 3.358 -0.616 1.624
C 1.684 -2.336 1.728
F 2.533 -3.435 1.644
F 0.373 -2.755 1.369
F 1.476 -2.071 3.093
H -1.762 1.231 2.932
H -2.893 1.108 1.599
H -1.486 -0.017 1.706
H -1.106 4.092 0.486
H -2.587 3.048 0.172
H -2.330 3.583 1.801
H -0.227 2.697 2.914
H 0.838 3.285 1.498
H -0.142 2.379 -0.859
H -1.425 1.111 -0.744
H 0.531 0.726 -2.777
H 1.824 -0.621 -3.108
H 0.232 -3.158 -1.911
H -2.040 -4.120 -3.121
H -2.906 -2.031 -4.661
H 3.344 -0.526 2.580
```

The SMILES is CC1(C)CC(=O)C2=C(C1)N(Cc1ccco1)C(=O)[C@]2(O)C(F)(F)F. The molar mass comes out at 343.30 g mol⁻¹. Its multiplicity is 1. As for the energy above the lowest of the compared OMol25 structures with the same formula, charge and spin: 33.1 kcal per mole. Its LUMO energy is -0.008 Eh. The net charge is 0.

Entry 2:
C16H16N3O3S3Ti as an isolated structure. Source: OMol25; level of theory: ωB97M-V with the def2-TZVPD basis set.

The geometry in XYZ format:
```
42
C16H16N3O3S3Ti, DFT ωB97M-V with the def2-TZVPD basis set
Ti -0.065 -0.703 0.086
C -2.027 0.381 -2.384
C -1.797 1.438 -1.350
C -2.524 2.645 -1.444
C -2.336 3.630 -0.522
C -1.377 3.462 0.501
C -1.104 4.456 1.467
C -0.120 4.252 2.392
C 0.627 3.059 2.387
C 0.378 2.073 1.466
S 1.309 0.579 1.459
C -0.647 2.261 0.513
N -0.906 1.249 -0.384
H -1.955 -0.629 -1.984
H -3.011 0.502 -2.832
H -1.279 0.475 -3.175
H -3.236 2.755 -2.249
H -2.904 4.551 -0.569
H -1.676 5.374 1.452
H 0.099 5.005 3.135
H 1.409 2.920 3.121
O 1.888 -2.391 -3.244
C 1.317 -1.750 -2.456
N 0.760 -1.069 -1.634
S 1.007 -2.697 1.119
C 2.515 -2.905 0.359
N 3.279 -1.971 -0.160
C 4.627 -2.375 -0.567
C 4.533 -3.871 -0.837
S 3.229 -4.476 0.281
H 3.002 -0.995 -0.106
H 5.321 -2.151 0.245
H 4.923 -1.823 -1.457
H 5.466 -4.383 -0.622
H 4.231 -4.075 -1.863
C -3.954 -2.086 1.621
O -3.123 -1.946 0.426
C -1.955 -1.414 0.548
O -1.465 -0.979 1.616
H -4.975 -1.957 1.279
H -3.682 -1.334 2.355
H -3.802 -3.088 2.012
```

The molar mass comes out at 442.39 g mol⁻¹. Its multiplicity is 1. As for the energy above the lowest of the compared OMol25 structures with the same formula, charge and spin: 2.2 kcal per mole. Its LUMO energy is -0.154 Eh. The net charge is +1.

Entry 3:
C16H16N3O3S3Ti as an isolated structure at a distorted geometry. Source: OMol25; level of theory: ωB97M-V with the def2-TZVPD basis set.

The geometry in XYZ format:
```
42
C16H16N3O3S3Ti, DFT ωB97M-V with the def2-TZVPD basis set
Ti 0.299 -0.288 0.234
C 3.225 -0.018 -1.064
C 2.244 0.958 -1.634
C 2.681 1.872 -2.610
C 1.840 2.853 -3.060
C 0.543 2.952 -2.521
C -0.337 3.997 -2.865
C -1.581 4.070 -2.293
C -1.996 3.097 -1.384
C -1.163 2.053 -1.022
S -1.729 0.868 0.126
C 0.141 1.959 -1.578
N 0.994 0.965 -1.184
H 4.232 0.378 -1.176
H 3.175 -0.967 -1.605
H 3.032 -0.187 0.004
H 3.692 1.798 -2.980
H 2.164 3.568 -3.801
H -0.005 4.741 -3.571
H -2.250 4.877 -2.543
H -2.977 3.150 -0.940
O 0.545 0.908 3.976
C 0.755 0.765 2.843
N 1.005 0.662 1.680
S -1.738 -2.269 -0.354
C -2.121 -2.074 1.259
N -3.258 -1.539 1.702
C -3.380 -1.335 3.132
C -2.500 -2.398 3.771
S -1.129 -2.654 2.578
H -3.884 -1.062 1.066
H -4.422 -1.449 3.438
H -3.036 -0.325 3.395
H -3.024 -3.349 3.874
H -2.079 -2.104 4.727
C 2.024 -4.164 0.011
O 1.597 -3.097 -0.865
C 1.070 -2.047 -0.341
O 0.972 -1.901 0.927
H 2.658 -4.817 -0.583
H 1.150 -4.704 0.369
H 2.573 -3.746 0.859
```

The molar mass comes out at 442.39 g mol⁻¹. Its multiplicity is 1. As for the energy above the lowest of the compared OMol25 structures with the same formula, charge and spin: 29.9 kcal per mole. Its LUMO energy is -0.151 Eh. The net charge is +1.

Entry 4:
A 2-piece molecular cluster, C16H16N4O2 overall at a distorted geometry. Source: OMol25; level of theory: ωB97M-V with the def2-TZVPD basis set.

The geometry in XYZ format:
```
38
C16H16N4O2, DFT ωB97M-V with the def2-TZVPD basis set
N -3.005 2.523 -2.621
C -1.911 2.190 -2.308
C -0.584 1.722 -2.082
C 0.476 2.518 -2.453
C 1.816 2.106 -2.354
N 2.962 1.905 -2.281
H -0.488 0.623 -2.097
H 0.306 3.500 -2.919
C 3.544 -0.131 -0.148
O 2.137 -0.079 0.159
C 1.402 -1.214 0.054
C 0.101 -1.120 0.570
N -0.406 0.134 0.988
C -0.331 1.279 0.210
N -0.652 2.257 1.110
C -0.557 3.677 0.882
C -1.145 1.732 2.301
C -0.993 0.395 2.218
C -0.735 -2.234 0.651
O -2.006 -1.982 1.058
C -3.009 -3.015 0.915
C -0.304 -3.467 0.133
C 0.997 -3.566 -0.401
C 1.857 -2.454 -0.439
H 3.901 0.870 0.085
H 4.060 -0.882 0.469
H 3.675 -0.331 -1.218
H -0.017 3.800 -0.061
H -1.557 4.134 0.814
H -0.016 4.181 1.700
H -1.586 2.349 3.046
H -1.262 -0.370 2.904
H -3.912 -2.532 1.283
H -3.151 -3.325 -0.135
H -2.763 -3.895 1.529
H -1.050 -4.267 0.096
H 1.320 -4.528 -0.828
H 2.887 -2.502 -0.831
```

The molar mass comes out at 296.33 g mol⁻¹. Its multiplicity is 1. As for the energy above the lowest of the compared OMol25 structures with the same formula, charge and spin: 120.0 kcal per mole. Its LUMO energy is -0.005 Eh. The net charge is 0.

Entry 5:
C16H16N4O5Pt as an isolated structure. Source: OMol25; level of theory: ωB97M-V with the def2-TZVPD basis set.

The geometry in XYZ format:
```
42
C16H16N4O5Pt, DFT ωB97M-V with the def2-TZVPD basis set
Pt 0.552 0.630 -0.709
O 2.073 -3.096 1.400
C 1.064 -3.885 0.977
C 1.131 -5.237 1.308
C 0.133 -6.105 0.918
C -0.965 -5.636 0.200
C -1.040 -4.300 -0.130
C -0.030 -3.403 0.233
C -0.124 -1.990 -0.167
O 0.879 -1.192 0.145
N -1.190 -1.580 -0.789
N -1.111 -0.257 -1.143
C -2.158 0.347 -1.592
C -2.226 1.719 -1.988
C -3.482 2.189 -2.430
C -3.704 3.502 -2.749
C -2.650 4.416 -2.633
C -1.408 3.995 -2.228
C -1.140 2.644 -1.925
O 0.101 2.330 -1.644
H 1.890 -2.193 1.070
H 1.985 -5.577 1.879
H 0.207 -7.154 1.175
H -1.753 -6.315 -0.095
H -1.887 -3.911 -0.677
H -3.053 -0.265 -1.647
H -4.290 1.471 -2.512
H -4.683 3.831 -3.068
H -2.814 5.461 -2.864
H -0.583 4.690 -2.145
C 2.253 2.571 4.169
O 2.971 2.433 2.936
C 2.239 1.977 1.909
O 1.073 1.690 1.959
N 3.050 1.905 0.807
N 2.607 1.441 -0.431
H 2.965 2.989 4.873
H 1.897 1.602 4.512
H 1.403 3.238 4.041
H 4.011 2.189 0.907
H 3.170 0.652 -0.730
H 2.638 2.184 -1.124
```

The molar mass comes out at 539.41 g mol⁻¹. Its multiplicity is 1. As for the energy above the lowest of the compared OMol25 structures with the same formula, charge and spin: 0.0 kcal per mole. Its LUMO energy is 0.000 Eh. The net charge is 0.

Entry 6:
One molecule with the formula C16H16N4O5S at a distorted geometry. Source: OMol25; level of theory: ωB97M-V with the def2-TZVPD basis set.

The geometry in XYZ format:
```
42
C16H16N4O5S, DFT ωB97M-V with the def2-TZVPD basis set
C 2.923 -6.725 1.271
C 2.171 -5.707 2.134
C 3.148 -4.861 2.953
C 1.361 -4.823 1.253
N 1.844 -3.973 0.428
N 0.947 -3.302 -0.280
C -0.274 -3.616 -0.006
N -1.404 -3.106 -0.572
C -1.599 -1.970 -1.328
O -2.719 -1.647 -1.634
C -0.365 -1.201 -1.782
O -0.565 0.190 -1.566
C -0.975 0.503 -0.329
O -1.160 -0.334 0.526
C -1.170 1.944 -0.119
C -0.982 2.855 -1.081
C -1.149 4.291 -0.956
C -0.775 5.103 -2.034
C -0.901 6.474 -1.968
C -1.414 7.052 -0.813
N -1.549 8.485 -0.735
O -2.001 8.953 0.288
O -1.201 9.135 -1.698
C -1.801 6.268 0.268
C -1.668 4.898 0.195
S -0.402 -4.869 1.227
H 3.520 -7.377 1.904
H 2.226 -7.336 0.702
H 3.579 -6.206 0.577
H 1.494 -6.239 2.810
H 3.797 -4.301 2.285
H 3.754 -5.503 3.586
H 2.610 -4.157 3.584
H -2.275 -3.525 -0.263
H 0.527 -1.550 -1.253
H -0.242 -1.318 -2.861
H -1.480 2.196 0.884
H -0.664 2.507 -2.055
H -0.377 4.646 -2.927
H -0.613 7.109 -2.792
H -2.200 6.748 1.149
H -1.975 4.293 1.031
```

The SMILES is CC(C)c1nnc(NC(=O)COC(=O)/C=C/c2ccc([N+](=O)[O-])cc2)s1. The molar mass comes out at 376.39 g mol⁻¹. Its multiplicity is 1. As for the energy above the lowest of the compared OMol25 structures with the same formula, charge and spin: 109.7 kcal per mole. Its LUMO energy is -0.043 Eh. The net charge is 0.